A 13-piece molecular cluster, C89H194Cl2N11O9 overall, computed with ωB97M-V/def2-TZVPD.

Geometry as ORCA input:
```
! RIJCOSX wB97M-V def2-TZVPD def2/J DEFGRID3
* xyz 9 1
C -6.2510 2.3713 -0.8750
C -5.9152 3.5038 -1.8924
C -6.0097 4.8873 -1.1485
C -5.2752 6.0211 -1.8252
C -3.7948 5.7014 -1.8775
C -3.4724 4.3209 -2.5330
N -4.4315 3.2098 -2.1551
O -4.1450 1.9681 -2.7548
C -1.9813 3.8595 -2.1670
C -3.5790 4.4736 -4.1498
C -6.6741 3.5234 -3.2470
H -6.2559 1.3862 -1.3415
H -7.2685 2.3831 -0.4844
H -5.5241 2.2959 -0.0662
H -5.7440 4.9357 -0.0925
H -7.0364 5.2382 -1.0444
H -5.3932 6.9596 -1.2835
H -5.6009 6.1847 -2.8524
H -3.4765 5.7980 -0.8395
H -3.2386 6.4777 -2.4028
H -1.5970 3.0488 -2.7860
H -2.0751 3.5933 -1.1141
H -1.3003 4.7072 -2.0914
H -4.5399 4.4441 -4.6634
H -3.1368 3.6368 -4.6904
H -2.9607 5.3146 -4.4640
H -6.3899 2.6807 -3.8772
H -6.4101 4.3883 -3.8555
H -7.7597 3.5808 -3.1671
C 1.1269 -2.8522 0.1254
C 0.6213 -1.4016 0.2968
C 0.6002 -0.7419 -1.1231
C -0.3965 0.3801 -1.3835
C -1.7813 -0.2942 -1.1688
C -2.0425 -0.5737 0.3304
N -0.8378 -1.4418 0.8523
O -0.9814 -1.7707 2.2010
C -3.3287 -1.4131 0.4051
C -2.1319 0.7551 1.1144
C 1.5174 -0.5168 1.1616
H 0.3408 -3.5076 -0.2495
H 1.2986 -3.1950 1.1457
H 2.0341 -2.9784 -0.4655
H 0.4695 -1.4505 -1.9410
H 1.5808 -0.3768 -1.4283
H -0.3785 0.7080 -2.4229
H -0.2438 1.3452 -0.9006
H -1.9129 -1.2018 -1.7580
H -2.5787 0.2611 -1.6626
H -3.6050 -1.6743 1.4267
H -3.3482 -2.3544 -0.1442
H -4.1812 -0.8615 0.0087
H -2.1008 0.6003 2.1929
H -3.0524 1.2624 0.8255
H -1.2852 1.4398 1.0653
H 2.5008 -0.3578 0.7193
H 1.6170 -0.9598 2.1525
H 1.0824 0.4790 1.2470
C 4.2022 -1.8079 3.7945
C 4.4128 -0.4700 4.6167
C 5.4778 -0.7391 5.7161
C 6.1985 0.4806 6.2093
C 6.7553 1.3342 5.0154
C 5.6559 1.8035 3.9404
N 4.9313 0.5292 3.5398
O 4.1357 0.7120 2.3715
C 6.4311 2.3479 2.6602
C 4.7211 2.8748 4.5583
C 3.0046 0.0507 5.1433
H 3.5332 -1.6840 2.9429
H 3.7497 -2.5665 4.4332
H 5.1615 -2.1794 3.4342
H 6.1965 -1.4413 5.2936
H 4.9360 -1.2150 6.5335
H 6.9960 0.2346 6.9105
H 5.4439 0.9765 6.8198
H 7.3932 0.6323 4.4782
H 7.3898 2.1589 5.3399
H 7.1746 1.6835 2.2201
H 7.0723 3.1781 2.9564
H 5.6856 2.7212 1.9581
H 3.8823 3.2507 3.9724
H 5.3859 3.6746 4.8846
H 4.3809 2.4782 5.5148
H 2.5376 -0.8051 5.6308
H 2.3149 0.2681 4.3278
H 3.1089 0.8271 5.9012
C 7.8856 -1.9319 -3.7751
C 8.2288 -1.8291 -2.2473
C 7.8656 -0.4849 -1.6304
C 6.4246 -0.1711 -1.6445
C 5.6513 -1.1464 -0.8442
C 5.8925 -2.6640 -1.2065
N 7.3872 -2.8399 -1.5078
O 7.8838 -4.1795 -1.5082
C 5.0669 -3.0654 -2.4925
C 5.5937 -3.6269 -0.0196
C 9.7525 -2.0214 -2.0415
H 7.8285 -2.9822 -4.0607
H 8.7172 -1.4634 -4.3014
H 6.9927 -1.4774 -4.2044
H 8.3470 0.3801 -2.0866
H 8.2700 -0.4173 -0.6204
H 6.1140 -0.1957 -2.6891
H 6.2399 0.8209 -1.2321
H 4.5662 -1.0456 -0.8178
H 5.9515 -0.9512 0.1853
H 5.2672 -4.0809 -2.8342
H 5.2204 -2.5969 -3.4646
H 4.0035 -3.0650 -2.2534
H 5.6418 -4.6671 -0.3416
H 4.5226 -3.5892 0.1791
H 5.9871 -3.3882 0.9685
H 10.2811 -1.3918 -2.7572
H 10.0480 -3.0552 -2.2203
H 10.1627 -1.8316 -1.0496
C 3.3913 5.0319 -3.7179
C 2.7825 4.1901 -2.5722
C 3.8210 3.1471 -2.0703
C 3.5421 2.6339 -0.5947
C 3.4673 3.8203 0.3729
C 2.3375 4.8128 0.0171
N 2.2669 5.1939 -1.4615
O 1.3385 6.1634 -1.8884
C 2.7245 6.0038 0.9455
C 0.8840 4.3145 0.3955
C 1.5584 3.4036 -3.1198
H 3.5810 4.3944 -4.5814
H 4.3505 5.4508 -3.4135
H 2.7525 5.7860 -4.1777
H 4.8620 3.4584 -2.1567
H 3.7305 2.3656 -2.8248
H 4.3415 1.9260 -0.3758
H 2.6269 2.0419 -0.5962
H 4.4077 4.3705 0.4069
H 3.0808 3.3611 1.2827
H 3.6029 6.4964 0.5288
H 2.9684 5.6788 1.9570
H 1.9430 6.7605 1.0155
H 0.7474 3.2369 0.3058
H 0.1554 4.8636 -0.2010
H 0.6935 4.5295 1.4469
H 1.1329 2.9021 -2.2505
H 1.7185 2.7459 -3.9741
H 0.7902 4.1022 -3.4512
C 2.2714 -6.2392 2.1535
O 2.7144 -6.1014 0.7926
C 2.5222 -7.3462 0.0560
C 3.4963 -7.1939 -1.0673
N 2.9133 -6.1073 -1.9652
H 2.7704 -5.1927 -1.5613
H 3.6497 -5.9956 -2.6474
C 1.5730 -6.2811 -2.7458
C 1.3137 -5.0271 -3.5375
O 2.4625 -4.4313 -4.0768
C 2.1480 -3.4758 -5.0702
H 1.2782 -6.6881 2.1447
H 2.1260 -5.3345 2.7438
H 2.9607 -6.9407 2.6235
H 1.5341 -7.6588 -0.2815
H 3.0111 -8.0987 0.6747
H 3.4783 -8.1184 -1.6444
H 4.5371 -7.0797 -0.7645
H 0.7059 -6.4339 -2.1032
H 1.8186 -7.1373 -3.3741
H 0.8301 -4.2591 -2.9338
H 0.5507 -5.1938 -4.2978
H 1.6052 -3.9544 -5.8852
H 3.0131 -3.0072 -5.5395
H 1.6754 -2.5907 -4.6443
C -3.0654 -0.3503 -6.1878
O -2.6584 -0.8590 -4.9091
C -2.0121 -2.1114 -4.9467
C -2.9860 -3.2976 -5.0785
N -4.1419 -3.3621 -4.0121
H -4.7426 -4.1620 -4.1518
H -3.6178 -3.5276 -3.1647
C -5.0284 -2.1124 -3.6929
C -6.1603 -2.3648 -2.6641
O -5.6980 -2.7963 -1.3979
C -5.7676 -4.1576 -0.9161
H -2.2747 -0.4070 -6.9359
H -3.4893 0.6453 -6.0565
H -3.8374 -0.9945 -6.6088
H -1.5768 -2.2081 -3.9520
H -1.1906 -2.0285 -5.6583
H -2.5104 -4.2364 -4.7947
H -3.4536 -3.2500 -6.0620
H -5.4456 -1.8324 -4.6602
H -4.3669 -1.3415 -3.2975
H -6.9362 -2.9996 -3.0921
H -6.5274 -1.3394 -2.6207
H -6.1345 -4.9698 -1.5436
H -6.3949 -4.0488 -0.0314
H -4.8395 -4.5314 -0.4835
C -5.0977 -2.9518 3.8413
C -4.0680 -3.8759 3.0578
C -3.4899 -5.0005 3.9511
N -2.7188 -6.1398 3.2049
C -1.7550 -5.6067 2.1505
C -3.7499 -7.1438 2.6921
C -3.9293 -8.1912 3.8022
C -2.5554 -8.2995 4.4305
C -1.9727 -6.9266 4.3972
H -4.5901 -2.4567 4.6691
H -5.9222 -3.5396 4.2448
H -5.5617 -2.2748 3.1241
H -3.1513 -3.3268 2.8427
H -4.4364 -4.3216 2.1338
H -4.2165 -5.5658 4.5347
H -2.8439 -4.4861 4.6626
H -1.2138 -6.4661 1.7546
H -1.0589 -4.9544 2.6777
H -2.3503 -5.1149 1.3812
H -3.2261 -7.5221 1.8143
H -4.6246 -6.5848 2.3596
H -4.2498 -9.1591 3.4167
H -4.6554 -7.8875 4.5563
H -1.7822 -8.8294 3.8743
H -2.6369 -8.6548 5.4577
H -0.9007 -6.9426 4.2005
H -2.0779 -6.3933 5.3419
C -2.6120 -0.3365 4.8693
C -2.5437 1.1526 5.3375
C -1.5065 2.0022 4.5617
N -1.0599 3.2704 5.2379
C -2.2842 4.2136 5.6212
C -0.1593 4.0109 4.2547
C 0.7198 4.8354 5.1219
C 1.1680 3.8477 6.2146
C -0.1404 3.0521 6.4806
H -1.6156 -0.7750 4.9235
H -2.8776 -0.3712 3.8127
H -3.3732 -0.8939 5.4151
H -2.3473 1.2104 6.4082
H -3.5093 1.6383 5.1966
H -1.8987 2.2159 3.5674
H -0.5941 1.4505 4.3357
H -2.9794 4.2240 4.7817
H -1.9544 5.1939 5.9650
H -2.8001 3.7615 6.4683
H -0.7429 4.5462 3.5057
H 0.4626 3.3378 3.6646
H 0.1965 5.6778 5.5741
H 1.6267 5.2352 4.6682
H 1.5200 4.3456 7.1181
H 1.9790 3.1678 5.9538
H -0.7279 3.3071 7.3626
H 0.0606 1.9814 6.5152
C -9.6864 6.1279 4.8634
C -8.9163 4.8147 4.9452
C -8.1991 4.5388 3.5692
N -7.1562 3.3998 3.8169
C -5.9629 3.9727 4.6235
C -6.7502 2.7510 2.4395
C -6.1159 1.4563 2.8219
C -6.7684 0.9720 4.0771
C -7.6787 2.1161 4.5705
H -10.2084 6.1709 3.9075
H -8.8459 6.8053 4.7121
H -10.3098 6.3191 5.7368
H -9.4963 3.9451 5.2542
H -8.2041 4.9388 5.7609
H -7.6653 5.4257 3.2277
H -8.8901 4.2779 2.7677
H -5.6640 4.9077 4.1497
H -5.1067 3.3253 4.4340
H -6.3835 4.0707 5.6243
H -6.1676 3.5020 1.9060
H -7.6821 2.5198 1.9236
H -5.0299 1.5487 2.8135
H -6.3574 0.7956 1.9893
H -6.0167 0.8997 4.8631
H -7.3689 0.0669 3.9859
H -7.7404 2.3147 5.6405
H -8.6817 1.9928 4.1619
C 1.1991 -0.0741 -5.2633
C 2.6377 0.2574 -5.6945
C 2.6604 0.5101 -7.1878
N 4.0352 0.8899 -7.7673
C 3.6365 1.1494 -9.2416
C 5.0385 -0.2874 -7.7018
C 5.8834 -0.0855 -6.4772
C 5.8242 1.3967 -6.1365
C 4.8329 2.0706 -7.1925
H 0.8940 -0.8520 -5.9633
H 0.5316 0.7757 -5.4061
H 1.0716 -0.3575 -4.2185
H 3.3700 -0.4327 -5.2753
H 2.7705 1.2065 -5.1752
H 2.1176 1.4373 -7.3715
H 2.1311 -0.2349 -7.7819
H 4.3703 1.5006 -9.9670
H 3.0131 2.0384 -9.3374
H 3.1523 0.2843 -9.6947
H 5.6892 -0.2345 -8.5746
H 4.5504 -1.2617 -7.6779
H 6.9026 -0.4636 -6.5569
H 5.5910 -0.7532 -5.6668
H 6.8279 1.8210 -6.1626
H 5.6381 1.4671 -5.0648
H 5.4277 2.4957 -8.0009
H 4.1166 2.7339 -6.7077
Cl -3.1470 4.1338 1.8887
Cl -2.0167 -5.0000 -1.5756
*
```

Calculated values
frontier orbital gap: 3.51 eV
LUMO: -19.9 eV
energy above the lowest of the compared OMol25 structures with the same formula, charge and spin: 17.969 eV